# 1
Density functional theory data (ωB97M-V with the def2-TZVPD basis set) for an isolated molecule of C3H4BrF.

Structure (XYZ):
```
9
Properties=species:S:1:pos:R:3:mulliken_charge:R:1
C -0.64148 -0.80496 1.04276 -0.68
C -0.52389 0.24727 0.02662 0.54
F -1.38831 1.31044 0.15499 -0.26
C 0.54261 0.37340 -0.89585 -0.71
Br 2.31190 0.32603 -0.10578 -0.10
H -1.36116 -0.78589 1.89586 0.29
H 0.10923 -1.59541 0.85313 0.22
H 0.55860 -0.40335 -1.68162 0.31
H 0.39250 1.33246 -1.29011 0.38
```

## Properties
* HOMO level: -9.3 eV
* orbital gap: 9.50 eV
* energy above the lowest of the compared OMol25 structures with the same formula, charge and spin: 92.4 kJ/mol
* LUMO: 0.222 eV
* SMILES: C=C(F)CBr



# 2
Density functional theory data (ωB97M-V with the def2-TZVPD basis set) for a cluster of 13 separate species, F6H24O12P in total.

Structure (XYZ):
```
43
Properties=species:S:1:pos:R:3:mulliken_charge:R:1
P 5.03939 9.79551 9.58065 1.35
F 6.36604 8.99484 9.08392 -0.26
F 4.35914 9.53735 8.11256 -0.38
F 4.44769 8.31003 10.05723 -0.37
F 3.77970 10.60501 10.08487 -0.34
F 5.73167 9.97427 11.02454 -0.42
F 5.79274 11.21906 9.04461 -0.48
O 10.29930 7.19707 9.43654 -0.72
H 9.61024 7.45617 10.06532 0.40
H 10.02754 7.86817 8.77260 0.36
O 8.23688 8.79824 10.88897 -0.69
H 8.32263 9.36693 10.15608 0.26
H 7.38072 9.15142 11.24505 0.37
O 3.63362 5.88333 8.18986 -0.77
H 3.39945 6.78771 8.56876 0.35
H 4.18741 5.45509 8.88559 0.39
O 5.71682 10.97476 5.79650 -0.68
H 5.39956 10.63665 6.62755 0.41
H 5.01474 11.36003 5.26983 0.25
O 6.03947 5.00659 9.84495 -0.70
H 6.40823 5.86649 10.20908 0.32
H 6.64347 4.69488 9.09876 0.36
O 8.31304 5.12476 7.80127 -0.66
H 8.45857 5.87373 7.20560 0.27
H 9.06678 5.29372 8.34867 0.37
O 9.13803 7.89322 5.31525 -0.75
H 9.97046 8.38251 5.02252 0.31
H 8.39685 8.17931 4.72600 0.41
O 6.80685 8.61000 4.58737 -0.78
H 6.32791 7.87397 5.10637 0.38
H 6.28994 9.43146 4.88127 0.39
O 11.47886 11.48519 7.62080 -0.66
H 11.24025 10.56099 7.50530 0.34
H 10.64482 11.86773 7.78063 0.31
O 5.69656 7.11770 6.84265 -0.53
H 4.98999 6.67850 7.41622 0.34
H 6.41763 7.12025 7.47600 0.17
O 9.45127 9.11674 7.55911 -0.66
H 9.12234 8.55507 6.76912 0.48
H 8.80830 9.83972 7.69680 0.33
O 8.25563 11.41182 7.90512 -0.68
H 7.91236 11.62214 7.01157 0.32
H 7.45113 11.09834 8.37304 0.31
```

## Properties
* HOMO level: -8.0 eV
* orbital gap: 10.52 eV
* energy above the lowest of the compared OMol25 structures with the same formula, charge and spin: 9.8 kJ/mol
* LUMO: 2.498 eV
* charge: -1